[1]
{
  "formula": "C23H27ClN2O2",
  "method": "ωB97M-V/def2-TZVPD",
  "symbols": ["C", "C", "O", "C", "C", "N", "C", "C", "C", "C", "C", "Cl", "C", "C", "O", "H", "H", "H", "H", "H", "H", "H", "H", "H", "H", "H", "C", "C", "C", "N", "C", "C", "C", "C", "C", "C", "C", "C", "C", "H", "H", "H", "H", "H", "H", "H", "H", "H", "H", "H", "H", "H", "H", "H", "H"],
  "coordinates": [[4.784, -0.890, 2.967], [3.979, -1.636, 1.919], [2.638, -1.839, 2.298], [1.962, -2.526, 1.315], [0.540, -2.628, 1.510], [-0.266, -3.232, 0.679], [-1.581, -3.066, 0.746], [-2.486, -3.702, -0.125], [-3.823, -3.259, -0.257], [-4.683, -3.889, -1.113], [-4.260, -4.992, -1.855], [-5.359, -5.804, -2.886], [-2.944, -5.440, -1.743], [-2.071, -4.799, -0.909], [2.503, -2.988, 0.318], [5.802, -0.675, 2.635], [4.312, 0.059, 3.223], [4.852, -1.469, 3.889], [3.945, -1.092, 0.963], [4.419, -2.621, 1.713], [0.116, -2.097, 2.343], [-1.957, -2.337, 1.443], [-4.149, -2.400, 0.302], [-5.696, -3.545, -1.233], [-2.642, -6.305, -2.309], [-1.054, -5.135, -0.818], [-2.754, 3.802, 0.872], [-1.616, 3.898, 1.905], [-0.675, 2.687, 1.820], [-0.206, 2.447, 0.434], [1.080, 2.002, 0.202], [1.749, 2.071, -1.035], [1.326, 2.966, -2.043], [1.919, 2.972, -3.280], [2.984, 2.121, -3.542], [3.474, 1.285, -2.548], [2.878, 1.259, -1.311], [-1.298, 2.351, -0.572], [-2.192, 3.593, -0.545], [-3.411, 2.960, 1.128], [-3.402, 4.691, 0.909], [-1.043, 4.816, 1.729], [-2.032, 3.997, 2.918], [0.203, 2.836, 2.461], [-1.168, 1.779, 2.181], [1.588, 1.518, 1.019], [0.546, 3.669, -1.812], [1.555, 3.636, -4.047], [3.435, 2.114, -4.520], [4.312, 0.639, -2.759], [3.240, 0.588, -0.553], [-0.887, 2.165, -1.568], [-1.883, 1.457, -0.336], [-3.002, 3.517, -1.285], [-1.600, 4.471, -0.836]],
  "multiplicity": 1,
  "total_charge": 0,
  "fmax_ev_per_a": 3.03,
  "homo_ev": -4.980
}



[2]
{
  "formula": "C23H27F17N2O5",
  "method": "ωB97M-V/def2-TZVPD",
  "symbols": ["C", "C", "C", "C", "C", "C", "F", "F", "C", "F", "F", "C", "F", "F", "C", "F", "F", "C", "F", "F", "C", "F", "F", "C", "F", "F", "C", "F", "F", "F", "C", "O", "O", "C", "O", "H", "H", "H", "H", "H", "C", "O", "C", "C", "C", "N", "H", "H", "H", "H", "H", "H", "H", "H", "H", "H", "H", "C", "O", "C", "C", "C", "N", "H", "H", "H", "H", "H", "H", "H", "H", "H", "H", "H"],
  "coordinates": [[1.844, 7.139, 0.689], [1.501, 7.609, 2.058], [0.188, 7.184, 2.943], [-1.040, 6.512, 2.091], [-1.594, 5.101, 2.166], [-1.066, 3.868, 3.154], [-2.162, 2.898, 3.354], [-0.861, 4.531, 4.498], [0.382, 3.246, 2.737], [1.184, 4.259, 1.953], [1.155, 3.096, 4.028], [0.373, 1.764, 2.053], [1.822, 1.331, 1.999], [-0.270, 0.708, 2.924], [-0.361, 1.643, 0.599], [-0.164, 0.208, 0.165], [-1.852, 1.822, 0.641], [0.259, 2.564, -0.602], [-0.377, 3.926, -0.509], [1.722, 2.793, -0.536], [-0.075, 2.021, -2.118], [-1.423, 1.346, -2.225], [0.912, 0.935, -2.480], [-0.068, 3.164, -3.289], [-1.300, 4.038, -3.292], [-0.159, 2.406, -4.595], [1.298, 4.060, -3.397], [2.553, 3.223, -3.322], [1.351, 5.238, -2.492], [1.311, 4.629, -4.797], [-2.882, 5.000, 1.104], [-3.840, 4.063, 1.017], [-2.754, 6.191, 0.210], [-1.987, 7.221, 0.934], [-2.116, 8.502, 0.575], [1.547, 7.785, -0.241], [2.473, 6.134, 0.615], [2.284, 8.344, 2.579], [-0.245, 8.195, 3.407], [0.570, 6.554, 3.852], [1.036, -3.763, -1.456], [1.874, -4.729, -2.071], [2.320, -4.374, -3.383], [3.558, -3.448, -3.403], [3.232, -1.991, -3.082], [4.601, -3.920, -2.481], [0.391, -3.254, -2.178], [1.641, -3.039, -0.907], [0.402, -4.278, -0.729], [2.602, -5.320, -3.863], [1.496, -3.960, -3.977], [3.967, -3.468, -4.421], [3.032, -1.827, -2.020], [4.075, -1.344, -3.351], [2.361, -1.651, -3.651], [4.877, -4.863, -2.756], [4.159, -4.055, -1.566], [-0.769, -6.123, 2.461], [-1.951, -6.643, 3.048], [-3.164, -6.111, 2.507], [-3.636, -6.802, 1.207], [-2.852, -6.368, -0.030], [-3.578, -8.267, 1.322], [-0.874, -5.070, 2.181], [-0.486, -6.723, 1.594], [0.039, -6.205, 3.194], [-3.928, -6.284, 3.275], [-3.091, -5.024, 2.383], [-4.681, -6.513, 1.043], [-1.852, -6.806, -0.070], [-3.375, -6.684, -0.941], [-2.751, -5.280, -0.067], [-4.174, -8.556, 2.098], [-2.634, -8.509, 1.641]],
  "multiplicity": 1,
  "total_charge": 0,
  "fmax_ev_per_a": 9.85,
  "homo_ev": -8.090,
  "smiles": "C=CCC1=C(C(F)(F)C(F)(F)C(F)(F)C(F)(F)C(F)(F)C(F)(F)C(F)(F)C(F)(F)F)C(=O)OC1=O.COC[C@@H](C)N.COC[C@@H](C)N"
}